#A
{
  "formula": "CH5NOS",
  "method": "wB97M-V/def2-TZVPD",
  "orbital_gap_ev": [8.4275, 7.7741],
  "spin_multiplicity": 1,
  "elements": ["C", "N", "O", "S", "H", "H", "H", "H", "H"],
  "xyz": [[-1.026, -0.559, -0.318], [2.203, 1.158, -0.134], [2.277, -1.358, -0.250], [1.501, -0.195, 0.109], [-0.594, -1.293, -0.961], [-1.078, -0.865, 0.720], [-1.629, 0.212, -0.769], [1.619, 1.917, 0.211], [1.254, -0.104, 1.480]]
}

***

#B
{
  "formula": "CH5NOS",
  "method": "wB97M-V/def2-TZVPD",
  "orbital_gap_ev": 8.1932,
  "smiles": "[NH3+][S-].C=O",
  "spin_multiplicity": 1,
  "elements": ["N", "S", "H", "H", "H", "C", "O", "H", "H"],
  "xyz": [[1.026, 1.029, 0.120], [1.949, -0.493, -0.224], [1.208, 1.423, 1.029], [0.989, 1.608, -0.729], [-0.018, 0.928, 0.380], [-1.328, -1.119, -0.176], [-1.300, -0.021, 0.317], [-1.613, -1.879, 0.540], [-0.912, -1.476, -1.258]]
}

***

#C
{
  "formula": "CH5NOS",
  "method": "wB97M-V/def2-TZVPD",
  "orbital_gap_ev": 9.8457,
  "smiles": "C=O.NS",
  "spin_multiplicity": 1,
  "elements": ["C", "O", "H", "H", "N", "S", "H", "H", "H"],
  "xyz": [[0.363, 1.021, -1.723], [1.050, 0.333, -2.385], [0.560, 2.003, -1.260], [-0.705, 0.593, -1.348], [-0.796, -0.601, 1.217], [0.891, -0.948, 1.177], [-1.415, -1.402, 0.980], [-1.024, 0.268, 0.833], [1.075, -1.266, 2.509]]
}

***

Name the most stable of them. #C.

***

#A
{
  "formula": "C7H16N2O3",
  "method": "wB97M-V/def2-TZVPD",
  "orbital_gap_ev": 9.7778,
  "smiles": "CN(C)CC=O.O=CNCCO",
  "spin_multiplicity": 1,
  "elements": ["C", "N", "C", "C", "C", "O", "H", "H", "H", "H", "H", "H", "H", "H", "H", "O", "C", "N", "C", "C", "O", "H", "H", "H", "H", "H", "H", "H"],
  "xyz": [[2.427, -1.214, -0.954], [1.771, -0.381, 0.029], [2.660, -0.041, 1.147], [1.384, 0.841, -0.679], [0.820, 1.879, 0.178], [0.791, 3.042, -0.100], [2.950, -2.006, -0.432], [1.691, -1.673, -1.645], [3.065, -0.666, -1.664], [3.263, -0.918, 1.421], [3.291, 0.825, 0.927], [2.078, 0.212, 2.032], [2.219, 1.351, -1.226], [0.620, 0.595, -1.434], [0.328, 1.461, 1.080], [-0.711, -2.631, 0.644], [-1.179, -2.153, -0.372], [-2.149, -1.210, -0.454], [-2.429, -0.408, 0.741], [-2.670, 1.057, 0.452], [-3.525, 1.242, -0.632], [-0.893, -2.482, -1.372], [-2.326, -0.729, -1.324], [-3.319, -0.779, 1.275], [-1.571, -0.516, 1.437], [-3.087, 1.564, 1.337], [-1.710, 1.569, 0.204], [-3.790, 2.171, -0.615]]
}

***

#B
{
  "formula": "C7H16N2O3",
  "method": "wB97M-V/def2-TZVPD",
  "orbital_gap_ev": [8.5926, 8.5919],
  "smiles": "CCC/C(CC)=N/N=O.COO",
  "spin_multiplicity": 1,
  "elements": ["C", "C", "C", "C", "C", "C", "N", "N", "O", "H", "H", "H", "H", "H", "H", "H", "H", "H", "H", "H", "H", "C", "O", "O", "H", "H", "H", "H"],
  "xyz": [[2.567, -2.773, -0.125], [2.005, -1.444, -0.640], [1.049, -0.758, 0.403], [0.669, 0.646, -0.035], [1.418, 1.772, 0.549], [1.073, 3.197, 0.003], [-0.300, 0.771, -0.852], [-1.440, 1.015, -1.132], [-2.010, 0.901, -2.175], [1.740, -3.473, -0.109], [3.340, -3.008, -0.705], [2.863, -2.740, 0.833], [1.594, -1.479, -1.676], [2.900, -0.686, -0.917], [1.476, -0.851, 1.423], [0.108, -1.456, 0.579], [1.354, 1.947, 1.694], [2.562, 1.787, 0.369], [0.663, 3.062, -0.890], [1.879, 3.811, 0.144], [0.178, 3.534, 0.568], [-4.144, 0.137, 0.657], [-3.865, -1.267, 0.561], [-2.501, -1.482, 0.014], [-3.269, 0.690, 0.827], [-4.711, 0.076, 1.486], [-4.712, 0.291, -0.281], [-2.485, -2.217, -0.574]]
}

***

Name the most stable of them. #A.

***

#A
{
  "formula": "C5H12NP",
  "method": "wB97M-V/def2-TZVPD",
  "orbital_gap_ev": 10.4150,
  "smiles": "C1=NC1.CCCP",
  "spin_multiplicity": 1,
  "elements": ["C", "N", "C", "H", "H", "H", "C", "C", "C", "P", "H", "H", "H", "H", "H", "H", "H", "H", "H"],
  "xyz": [[1.554, -2.372, -0.682], [1.171, -1.950, -1.794], [0.555, -3.222, -1.300], [2.195, -2.206, 0.151], [0.846, -4.141, -1.790], [-0.473, -3.172, -0.967], [-1.109, 1.657, -0.949], [-0.437, 2.231, 0.290], [0.374, 1.175, 1.028], [-0.675, -0.283, 1.532], [-1.650, 2.432, -1.493], [-0.368, 1.210, -1.612], [-1.819, 0.879, -0.658], [0.230, 3.050, 0.004], [-1.198, 2.641, 0.962], [1.167, 0.792, 0.376], [0.842, 1.606, 1.918], [0.216, -0.744, 2.501], [-1.420, 0.416, 2.483]]
}

***

#B
{
  "formula": "C5H12NP",
  "method": "wB97M-V/def2-TZVPD",
  "orbital_gap_ev": 7.5160,
  "spin_multiplicity": 1,
  "elements": ["C", "C", "C", "C", "C", "N", "P", "H", "H", "H", "H", "H", "H", "H", "H", "H", "H", "H", "H"],
  "xyz": [[1.739, 0.404, 0.713], [0.599, 0.066, -1.605], [0.029, -1.525, 0.315], [-0.842, 1.114, 0.868], [0.607, -0.184, -0.144], [-1.773, 0.975, -0.033], [-2.995, -0.026, 0.156], [2.639, -0.370, 0.897], [1.331, 0.477, 1.813], [2.091, 1.418, 0.357], [-0.246, 0.652, -1.843], [1.466, 0.658, -1.872], [0.619, -0.867, -2.284], [0.137, -2.108, -0.556], [-1.099, -1.309, 0.384], [0.482, -1.898, 1.259], [-0.333, 2.073, 0.858], [-0.971, 0.504, 1.854], [-3.479, -0.054, -1.139]]
}

***

#C
{
  "formula": "C5H12NP",
  "method": "wB97M-V/def2-TZVPD",
  "orbital_gap_ev": 10.1565,
  "smiles": "CP1CC1.C=NC",
  "spin_multiplicity": 1,
  "elements": ["C", "P", "C", "C", "H", "H", "H", "H", "H", "H", "H", "C", "N", "C", "H", "H", "H", "H", "H"],
  "xyz": [[-0.045, 2.688, 1.666], [-0.174, 1.550, 0.228], [1.465, 0.696, 0.195], [1.310, 1.821, -0.854], [1.007, 2.751, 2.192], [-0.546, 3.581, 1.460], [-0.624, 2.361, 2.446], [2.206, 1.124, 1.036], [1.505, -0.260, -0.083], [1.942, 2.732, -0.945], [1.187, 1.477, -1.822], [-0.140, -3.439, -0.781], [-0.847, -2.686, -1.469], [-1.911, -1.917, -0.719], [-0.162, -3.501, 0.428], [0.629, -4.130, -1.193], [-1.604, -0.964, -0.359], [-2.448, -2.351, 0.067], [-2.748, -1.533, -1.494]]
}

***

Name the most stable of them. #A.

***

#A
{
  "formula": "C4H12NO2",
  "method": "wB97M-V/def2-TZVPD",
  "orbital_gap_ev": 6.2697,
  "spin_multiplicity": 1,
  "charge": -1,
  "elements": ["C", "O", "C", "C", "C", "N", "H", "H", "H", "H", "H", "H", "H", "H", "H", "H", "H", "H", "O"],
  "xyz": [[0.902, -1.468, -0.926], [0.804, -1.816, -2.206], [0.030, -0.382, -0.295], [0.467, 0.071, 0.999], [0.356, -0.827, 2.263], [-0.030, 0.730, -1.254], [0.784, -2.403, -0.126], [1.910, -1.149, -0.650], [-0.917, -0.881, -0.134], [1.604, 0.217, 0.933], [0.085, 1.141, 1.278], [1.338, -1.353, 2.499], [-0.475, -1.591, 2.147], [-0.152, -0.141, 2.957], [0.709, 1.363, -1.183], [0.057, 0.309, -2.214], [-2.795, 2.043, -1.398], [-2.044, 3.185, -0.974], [-2.633, 2.954, -1.718]]
}

***

#B
{
  "formula": "C4H12NO2",
  "method": "wB97M-V/def2-TZVPD",
  "orbital_gap_ev": 5.0654,
  "spin_multiplicity": 1,
  "charge": -1,
  "elements": ["C", "O", "C", "C", "C", "N", "H", "H", "H", "H", "H", "H", "H", "H", "H", "H", "H", "H", "O"],
  "xyz": [[1.499, 1.480, 1.376], [0.833, 1.946, 2.383], [0.648, 1.870, -0.169], [0.173, 0.704, -0.815], [-1.331, 0.417, -0.613], [-1.680, 0.926, 0.736], [2.424, 2.055, 1.148], [1.640, 0.384, 1.317], [-0.090, 2.609, 0.269], [1.374, 2.446, -0.829], [0.487, 0.567, -2.002], [0.706, -0.155, -0.337], [-1.440, -0.631, -0.766], [-1.902, 0.890, -1.409], [-2.086, 1.820, 0.596], [-1.040, 0.873, 1.419], [-0.728, -5.561, -0.874], [0.521, -6.431, -0.317], [-0.008, -6.209, -1.115]]
}

***

#C
{
  "formula": "C4H12NO2",
  "method": "wB97M-V/def2-TZVPD",
  "orbital_gap_ev": 5.2619,
  "spin_multiplicity": 1,
  "charge": -1,
  "elements": ["C", "N", "C", "C", "C", "O", "H", "H", "H", "H", "H", "H", "H", "H", "H", "H", "H", "H", "O"],
  "xyz": [[2.345, 0.243, 1.361], [2.185, -0.356, 0.001], [1.113, 0.277, -0.819], [-0.091, -0.696, -0.793], [-1.208, 0.122, -1.384], [-1.656, 1.174, -0.598], [3.137, 0.983, 1.468], [1.370, 0.765, 1.808], [2.429, -0.628, 2.201], [0.692, 1.245, -0.443], [-0.212, -0.941, 1.150], [1.407, 0.330, -1.867], [-0.273, -0.843, 0.315], [0.078, -1.654, -1.315], [-2.063, -0.513, -1.611], [-0.861, 0.636, -2.358], [-1.927, 0.680, 0.254], [-3.604, -0.249, 1.641], [-2.861, -0.577, 0.990]]
}

***

#D
{
  "formula": "C4H12NO2",
  "method": "wB97M-V/def2-TZVPD",
  "orbital_gap_ev": 7.6104,
  "spin_multiplicity": 1,
  "charge": -1,
  "elements": ["C", "N", "C", "C", "C", "O", "H", "H", "H", "H", "H", "H", "H", "H", "H", "H", "H", "H", "O"],
  "xyz": [[1.713, 0.528, 1.232], [0.354, -0.031, 1.152], [1.320, -1.927, -0.246], [0.113, -1.014, 0.100], [-0.323, -0.319, -1.229], [-1.519, 0.306, -1.268], [2.401, -0.278, 1.128], [1.888, 1.304, 0.492], [1.811, 0.952, 2.212], [-0.285, 0.730, 0.986], [0.948, -2.591, -1.027], [1.597, -2.522, 0.613], [2.127, -1.294, -0.611], [-0.680, -1.684, 0.453], [-0.198, -1.024, -2.076], [0.540, 0.381, -1.409], [-1.761, 1.219, -0.452], [-2.273, 2.860, 0.020], [-1.851, 2.052, 0.341]]
}

***

Name the most stable of them. #D.

***

#A
{
  "formula": "C4H12NO2",
  "method": "wB97M-V/def2-TZVPD",
  "orbital_gap_ev": 6.1913,
  "spin_multiplicity": 1,
  "charge": -1,
  "elements": ["C", "C", "N", "C", "C", "O", "H", "H", "H", "H", "H", "H", "H", "H", "H", "H", "H", "H", "O"],
  "xyz": [[-1.714, -1.504, -1.305], [-1.610, -0.197, -0.523], [-0.852, -0.343, 0.693], [0.578, -0.395, 0.489], [1.366, 0.127, 1.765], [0.552, 0.512, 2.757], [-2.402, -1.407, -2.148], [-2.002, -2.328, -0.641], [-0.736, -1.790, -1.704], [-1.231, 0.599, -1.196], [-2.642, 0.089, -0.258], [-1.018, 0.426, 1.341], [0.950, 0.127, -0.415], [0.870, -1.438, 0.321], [2.166, -0.628, 1.967], [1.967, 1.000, 1.405], [1.826, 2.616, -0.111], [1.681, 1.961, -1.455], [2.251, 2.574, -0.982]]
}

***

#B
{
  "formula": "C4H12NO2",
  "method": "wB97M-V/def2-TZVPD",
  "orbital_gap_ev": 4.9782,
  "spin_multiplicity": 1,
  "charge": -1,
  "elements": ["C", "O", "C", "C", "C", "N", "H", "H", "H", "H", "H", "H", "H", "H", "H", "H", "H", "H", "O"],
  "xyz": [[-1.583, 0.056, -0.262], [-1.566, 0.610, -1.525], [-0.269, 0.343, 0.643], [1.024, 0.136, -0.078], [1.329, -1.395, 0.042], [1.824, -1.977, 1.262], [-1.594, -1.054, -0.328], [-2.446, 0.357, 0.373], [-0.388, -0.467, 1.480], [-0.367, 1.352, 1.057], [1.803, 0.792, 0.283], [0.758, 0.309, -1.142], [0.313, -1.790, -0.153], [1.974, -1.682, -0.777], [-0.740, -1.080, 2.134], [1.027, -1.955, 1.895], [-0.943, 2.001, -1.343], [0.166, 2.615, -2.180], [-0.323, 2.829, -1.380]]
}

***

#C
{
  "formula": "C4H12NO2",
  "method": "wB97M-V/def2-TZVPD",
  "orbital_gap_ev": 6.8624,
  "spin_multiplicity": 1,
  "charge": -1,
  "elements": ["C", "N", "C", "O", "C", "C", "H", "H", "H", "H", "H", "H", "H", "H", "H", "H", "H", "H", "O"],
  "xyz": [[-0.388, 0.056, 0.691], [1.019, -0.237, 0.701], [1.857, 0.521, -0.221], [1.812, 0.268, -1.548], [-1.301, -1.002, 1.267], [-2.791, -0.676, 1.104], [-0.801, 0.547, -0.210], [-0.482, 0.981, 1.302], [1.222, -1.227, 0.657], [2.893, 0.382, 0.189], [1.726, 1.615, -0.019], [-1.154, -1.987, 0.832], [-1.035, -1.007, 2.325], [-3.023, 0.380, 1.016], [-3.393, -1.178, 1.862], [-3.114, -1.124, 0.188], [2.758, 0.850, -3.849], [1.941, 1.200, -2.690], [2.254, 1.637, -3.599]]
}

***

Name the most stable of them. #C.